Entry from the Open Molecules 2025 dataset: 3 unconnected molecules or ions with the total composition C25H34F5NO8 in a non-equilibrium geometry (ωB97M-V/def2-TZVPD).

Structure (XYZ):
```
73
Properties=species:S:1:pos:R:3:forces:R:3
C -0.685739 2.442429 1.881923 -0.256 0.909 0.753
O -1.080182 2.491739 0.521638 0.152 -0.915 0.422
C -0.573013 1.390615 -0.247893 0.673 0.608 -0.321
C 0.575429 1.898983 -1.191948 -0.782 0.538 -0.095
C 0.356242 1.543344 -2.690055 -0.593 -0.681 0.493
C 0.860512 0.142124 -3.152639 0.965 -0.151 -0.768
C 2.132469 -0.389233 -2.420674 -0.474 0.372 -0.027
C 1.776640 -1.253075 -1.172379 0.464 0.323 -0.611
C 1.562445 -2.771821 -1.534963 -0.076 0.795 0.958
C 0.280162 -3.363309 -0.943791 0.330 0.260 -0.809
C 0.284685 -4.427678 -0.158686 -1.376 -0.339 -0.731
O 1.469332 -5.121537 0.161753 -0.927 1.375 1.018
C 1.935445 -4.594503 1.284830 -0.941 -2.336 -3.208
N 2.513038 -4.452295 2.239737 1.583 1.183 3.014
C -1.032842 -4.951575 0.439539 0.469 0.637 -1.495
O -1.004739 -5.459791 1.501565 -0.131 -1.064 1.643
C -2.311093 -4.739093 -0.368228 0.093 -1.142 0.222
C -3.526736 -5.662483 -0.277195 -0.491 0.681 1.525
F -3.401144 -6.525385 0.753177 0.388 -0.136 -0.245
F -3.719903 -6.386863 -1.399562 0.198 0.075 -0.228
C -4.849338 -4.856782 0.010310 -0.166 0.151 -0.318
F -5.673895 -5.569637 0.798241 0.000 -0.344 -0.314
F -4.578380 -3.723883 0.707049 0.242 0.062 -0.246
C -2.324959 -3.699436 -1.169319 1.827 0.202 -0.131
F -3.327546 -3.387408 -1.957500 -0.218 0.350 -0.030
C -1.097800 -2.766628 -1.197350 -0.218 -1.732 0.047
O -1.305575 -1.620561 -1.381136 -0.068 1.947 -0.542
H 0.300520 2.923445 2.054011 -0.288 -0.411 -0.207
H -1.418719 3.037724 2.461551 0.320 -0.248 -0.311
H -0.689808 1.431793 2.328707 0.051 0.226 -0.428
H -1.431229 0.997370 -0.819524 0.472 -0.008 0.145
H -0.165093 0.622577 0.432043 -0.432 0.118 -0.226
H 1.568109 1.640532 -0.791694 -0.332 -0.055 -0.294
H 0.505858 3.003220 -1.123664 0.064 -0.500 0.023
H -0.743430 1.545931 -2.844805 0.502 0.173 -0.033
H 0.741196 2.342189 -3.346565 0.176 -0.426 0.328
H 1.142210 0.246255 -4.222086 -0.294 -0.086 0.434
H 0.093635 -0.651243 -3.127882 0.057 0.551 0.127
H 2.767397 -0.964955 -3.124309 -0.333 0.115 0.363
H 2.733198 0.490974 -2.133184 -0.113 -0.516 0.073
H 2.623937 -1.154773 -0.473709 -0.476 -0.207 -0.023
H 0.873767 -0.840067 -0.703862 0.419 -0.138 -0.063
H 2.396421 -3.310590 -1.055340 -0.340 -0.009 -0.601
H 1.624055 -2.897299 -2.627686 -0.266 -0.142 0.384
H -5.356531 -4.607568 -0.936292 0.128 -0.018 0.364
C 7.721757 0.379888 -2.146606 0.022 -0.023 0.186
C 6.592490 1.249449 -2.659472 0.286 -0.088 0.016
O 5.418877 1.110156 -1.851662 -0.383 -0.028 -0.256
C 5.188808 1.821166 -0.730998 0.168 0.029 0.418
C 6.322002 2.595520 -0.104791 0.035 0.499 -0.275
O 4.108209 1.767353 -0.206733 0.034 -0.144 -0.283
H 8.029319 0.672827 -1.141996 0.045 0.065 -0.054
H 8.588232 0.447858 -2.805863 -0.030 0.000 -0.002
H 7.402655 -0.661784 -2.091367 -0.011 0.030 -0.094
H 6.881711 2.297612 -2.752442 -0.013 -0.005 0.106
H 6.307425 0.918775 -3.658321 -0.197 0.001 0.100
H 6.818165 1.967808 0.634991 -0.008 -0.005 -0.031
H 5.904650 3.469811 0.391281 -0.082 -0.179 0.139
H 7.052451 2.964548 -0.821517 0.107 -0.182 0.032
C -6.189995 5.039717 3.250850 -0.069 -0.058 0.168
C -4.937636 4.405045 2.681589 -0.268 0.077 -0.017
O -3.996266 4.093059 3.713184 0.452 0.109 -0.103
C -4.011338 2.948361 4.423579 -0.254 -0.236 0.308
C -5.232485 2.062528 4.363228 0.028 -0.315 -0.485
O -3.091667 2.682199 5.149182 0.027 0.267 -0.223
H -6.715647 4.358839 3.921675 -0.029 -0.032 -0.086
H -6.871796 5.328992 2.449743 0.030 -0.001 0.004
H -5.934400 5.926414 3.832586 0.035 0.013 -0.092
H -5.154786 3.527028 2.071040 -0.007 -0.039 0.089
H -4.436739 5.118435 2.027342 0.167 -0.067 0.125
H -5.913276 2.335305 5.169204 0.013 0.016 -0.025
H -4.912385 1.031145 4.499140 0.042 0.094 0.220
H -5.757343 2.100173 3.411001 -0.123 0.155 0.084
```
Forces are in eV/Å.

Net charge: 0
SMILES: COCCCCCCCC1=C(OC#N)C(=O)C(C(F)(F)C(F)F)=C(F)C1=O.CCOC(C)=O.CCOC(C)=O
Maximum force in eV Å⁻¹: 4.1
LUMO level in eV: -1.46
Orbital gap in eV: 7.69

Results of the Löwdin charge analysis, in e, for atoms 1 through 8: number 1, C, carries -0.11; number 2, O, carries -0.21; number 3, C, carries -0.21; number 4, C, carries -0.15; number 5, C, carries -0.18; number 6, C, carries -0.19; number 7, C, carries -0.20; number 8, C, carries -0.16



Entry from the Open Molecules 2025 dataset: 2 unconnected molecules or ions with the total composition C5H10O (ωB97M-V/def2-TZVPD).

Structure (XYZ):
```
16
Properties=species:S:1:pos:R:3:forces:R:3
C 1.796063 0.512907 -0.689525 -0.139 0.053 -0.030
C 0.529349 0.881945 -0.776965 0.154 -0.035 -0.009
C -0.818000 0.618291 -1.292243 -0.068 -0.162 -0.135
C -0.529391 1.822704 -0.395738 0.029 0.186 0.119
H 2.162884 -0.375560 -1.198053 -0.080 0.114 0.050
H 2.515623 1.093199 -0.116910 -0.118 -0.052 -0.069
H -1.011499 0.796702 -2.347498 0.042 -0.001 0.161
H -1.391176 -0.197497 -0.856640 0.118 0.146 -0.073
H -0.907306 1.777128 0.623477 0.069 0.012 -0.168
H -0.532907 2.812358 -0.846758 0.008 -0.163 0.047
C -0.460190 -1.940556 1.320062 -0.095 -0.402 -0.059
O -0.190578 -0.632883 1.772252 0.139 0.131 -0.025
H -0.791277 -2.532792 2.177497 0.036 0.061 -0.109
H -1.259047 -1.966014 0.563040 0.115 0.045 0.116
H 0.426673 -2.426056 0.891760 -0.103 0.075 0.087
H 0.460778 -0.243877 1.172242 -0.109 -0.008 0.095
```
Forces are in eV/Å.

Net charge: 0
SMILES: C=C1CC1.CO
Energy above the lowest of the compared OMol25 structures with the same formula, charge and spin in kJ/mol: 246.7
Maximum force in eV Å⁻¹: 0.4
LUMO level in eV: 1.04
Orbital gap in eV: 11.05

Results of the natural (NBO) charge analysis, in e, for atoms 1 through 8: number 1, C, carries -0.42; number 2, C, carries 0.00; number 3, C, carries -0.45; number 4, C, carries -0.45; number 5, H, carries 0.21; number 6, H, carries 0.21; number 7, H, carries 0.23; number 8, H, carries 0.23



Entry from the Open Molecules 2025 dataset: 2 unconnected molecules or ions with the total composition C4H8NS in a non-equilibrium geometry (ωB97M-V/def2-TZVPD).

Structure (XYZ):
```
14
Properties=species:S:1:pos:R:3:forces:R:3
C -1.876886 -1.290837 -0.478626 -1.112 1.056 -0.529
C -1.464242 -0.143980 -0.088075 0.248 -0.110 0.062
C -0.980790 0.969255 0.358239 0.245 0.283 -2.612
C 1.341849 0.039104 0.241704 1.519 -1.372 -1.874
N 1.949791 0.764258 -0.685277 -1.580 -0.771 1.185
S 1.199391 -1.665157 0.036100 1.191 -0.240 0.334
H -2.807505 -1.177332 -1.045179 0.112 -1.150 0.238
H -1.221975 1.241227 1.309769 -0.532 1.232 2.463
H -0.507465 1.637656 -0.360459 -0.136 0.125 0.463
H 1.049231 0.448170 1.119563 -0.685 1.299 2.462
H 1.634635 1.709975 -0.881715 0.700 -0.022 0.134
H 2.434531 0.204576 -1.341532 0.458 0.024 -1.389
H -1.292793 -2.134199 -0.194869 -0.144 -0.949 -0.418
H 1.406820 -2.091032 1.326655 -0.286 0.596 -0.520
```
Forces are in eV/Å.

Net charge: +1
Energy above the lowest of the compared OMol25 structures with the same formula, charge and spin in kJ/mol: 253.3
Maximum force in eV Å⁻¹: 2.9
LUMO level in eV: -5.24
Orbital gap in eV: 8.74

Results of the natural (NBO) charge analysis, in e, for atoms 1 through 8: number 1, C, carries -0.49; number 2, C, carries 0.16; number 3, C, carries -0.55; number 4, C, carries 0.10; number 5, N, carries -0.68; number 6, S, carries 0.17; number 7, H, carries 0.28; number 8, H, carries 0.24



Calculated HOMO energy, -9.151; -10.005; -13.988 eV (same order as the records).